Version i
Formula: C4H8P2
Source: the Open Molecules 2025 dataset
Level of theory: ωB97M-V with the def2-TZVPD basis set

The geometry in XYZ format:
```
14
C4H8P2 ωB97M-V with the def2-TZVPD basis set
C -0.084 -1.293 0.058
C -0.220 1.212 -0.382
C -0.220 -2.719 0.334
C 0.727 2.357 -0.517
P -0.049 -0.183 -1.710
P 0.148 0.063 1.138
H -1.105 1.717 -0.219
H -1.275 -2.736 0.913
H 0.529 -3.257 1.066
H -0.333 -3.357 -0.540
H 1.799 2.099 -0.733
H 0.547 2.933 0.429
H 0.554 3.070 -1.549
H -1.017 0.095 1.712
```

Charge   0
Frontier orbital gap (spin up / spin down)   7.11 / 7.59 eV
HOMO (spin up / spin down)   -0.283 / -0.291 Eh



Version ii
Formula: C4H8P2
Source: the Open Molecules 2025 dataset
Level of theory: ωB97M-V with the def2-TZVPD basis set

The geometry in XYZ format:
```
14
C4H8P2 ωB97M-V with the def2-TZVPD basis set
C -0.835 0.099 -0.773
C 1.227 0.405 0.395
C -2.158 -0.334 -1.388
C 1.890 -0.636 1.416
P 0.724 -0.472 -1.172
P -0.597 0.931 0.857
H 1.809 1.308 0.279
H -2.628 0.470 -1.968
H -2.814 -0.601 -0.570
H -2.002 -1.138 -2.133
H 1.033 -1.132 1.816
H 2.399 -0.040 2.225
H 2.587 -1.172 0.826
H -0.635 2.311 0.190
```

Charge   0
Frontier orbital gap   8.83 eV
HOMO   -0.315 Eh



What should be chosen as the least stable of them? Choose version i.



Version i
Formula: C2H9NO4
Source: the Open Molecules 2025 dataset
Level of theory: ωB97M-V with the def2-TZVPD basis set

The geometry in XYZ format:
```
16
C2H9NO4 ωB97M-V with the def2-TZVPD basis set
O 1.695 1.362 1.031
C 0.475 1.408 1.059
N -0.341 0.354 0.827
C 0.162 -1.016 0.979
O 0.265 -1.674 -0.246
H -0.073 2.340 1.247
H -1.206 0.384 0.297
H 1.119 -0.936 1.496
H -0.544 -1.574 1.594
H 1.097 -1.395 -0.667
O -3.059 -0.132 -0.802
H -3.630 0.537 -1.201
H -2.813 -0.624 -1.593
O 2.257 -0.077 -1.417
H 2.313 0.390 -0.563
H 2.283 0.654 -2.042
```

Charge   0
Frontier orbital gap   10.39 eV
HOMO   -0.363 Eh



Version ii
Formula: C2H9NO4
Source: the Open Molecules 2025 dataset
Level of theory: ωB97M-V with the def2-TZVPD basis set

The geometry in XYZ format:
```
16
C2H9NO4 ωB97M-V with the def2-TZVPD basis set
C -1.391 -0.399 -1.754
N -0.763 -0.225 -0.447
C 0.479 0.317 -0.302
O 1.093 0.275 0.730
O 0.906 1.008 -1.413
H -1.351 0.446 -2.424
H -0.975 -1.252 -2.267
H -2.392 -0.800 -1.642
H -1.361 -0.179 0.373
H 1.326 0.438 -2.072
O -0.289 -2.319 2.473
H 0.633 -2.461 2.199
H -0.596 -2.288 1.553
O 1.301 2.640 1.437
H 1.964 1.997 1.176
H 1.418 2.803 2.381
```

Charge   0
Frontier orbital gap   10.30 eV
HOMO   -0.365 Eh



What should be chosen as the least stable of them? Choose version ii.



Version i
Formula: C10H13N4
Source: the Open Molecules 2025 dataset
Level of theory: ωB97M-V with the def2-TZVPD basis set

The geometry in XYZ format:
```
27
C10H13N4 ωB97M-V with the def2-TZVPD basis set
N 2.713 -2.137 0.398
C 2.071 -0.898 0.172
N 2.282 -0.232 -1.033
C 2.464 1.164 -0.845
C 2.343 1.407 0.457
C 2.005 0.242 1.196
C 0.652 -0.575 0.864
C -0.555 0.037 0.351
C -1.675 -0.769 0.360
C -2.850 -0.245 -0.207
N -3.954 -1.026 -0.096
C -2.928 1.055 -0.741
C -1.724 1.824 -0.768
N -0.625 1.303 -0.127
H 3.498 -2.170 0.913
H 2.190 -2.921 0.117
H 1.929 -0.669 -1.850
H 2.685 1.824 -1.674
H 2.740 2.285 0.987
H 2.220 0.221 2.263
H 0.468 -1.514 1.380
H -1.655 -1.670 0.963
H -4.901 -0.642 -0.445
H -3.839 -2.045 -0.047
H -3.891 1.361 -1.183
H -1.826 2.848 -1.239
H 0.162 1.942 -0.163
```

Charge   +1
Frontier orbital gap   7.88 eV
HOMO   -0.411 Eh



Version ii
Formula: C10H13N4
Source: the Open Molecules 2025 dataset
Level of theory: ωB97M-V with the def2-TZVPD basis set

The geometry in XYZ format:
```
27
C10H13N4 ωB97M-V with the def2-TZVPD basis set
C -3.280 0.246 -0.441
C -1.198 -0.827 0.136
C -2.648 1.451 -0.347
C -2.564 -0.952 -0.191
C -0.623 0.411 0.214
C 2.326 -0.528 -1.543
C 2.645 -1.616 -0.675
C 1.741 0.583 -1.056
C 2.398 -1.483 0.645
C 1.352 0.682 0.350
N -1.342 1.512 -0.023
N 1.837 -0.345 1.151
N -3.162 -2.144 -0.277
N 1.329 1.985 0.893
H -4.324 0.197 -0.705
H -0.607 -1.712 0.322
H -3.166 2.381 -0.527
H 2.599 -0.591 -2.584
H 3.111 -2.503 -1.065
H 1.514 1.432 -1.681
H 2.664 -2.235 1.371
H -0.856 2.402 0.064
H 1.695 -0.275 2.148
H -4.134 -2.216 -0.521
H -2.660 -2.992 -0.070
H 1.378 2.001 1.904
H 2.030 2.600 0.501
```

Charge   +1
Frontier orbital gap   8.26 eV
HOMO   -0.403 Eh



What should be chosen as the least stable of them? Choose version i.



Version i
Formula: C4H13N3
Source: the Open Molecules 2025 dataset
Level of theory: ωB97M-V with the def2-TZVPD basis set

The geometry in XYZ format:
```
20
C4H13N3 ωB97M-V with the def2-TZVPD basis set
C 0.840 -0.370 -1.846
N 1.689 -0.514 -0.857
C 1.070 -1.095 0.252
N 0.011 -0.137 0.696
C -0.841 -0.608 1.803
N -0.641 0.423 -0.459
C -0.892 1.827 -0.411
H 0.877 0.304 -2.608
H 0.112 -1.202 -2.225
H 2.502 0.021 -0.607
H 0.649 -2.071 -0.012
H 1.768 -1.190 1.133
H 0.554 0.789 0.918
H -0.252 -1.184 2.459
H -1.479 0.129 2.099
H -1.534 -1.375 1.614
H -1.524 -0.186 -0.559
H -1.627 2.058 0.319
H 0.163 2.337 -0.244
H -1.445 2.046 -1.464
```

Charge   +2
Frontier orbital gap   11.04 eV
HOMO   -0.734 Eh



Version ii
Formula: C4H13N3
Source: the Open Molecules 2025 dataset
Level of theory: ωB97M-V with the def2-TZVPD basis set

The geometry in XYZ format:
```
20
C4H13N3 ωB97M-V with the def2-TZVPD basis set
C 2.338 0.200 -0.376
C 0.437 -1.212 0.387
C -2.687 0.664 -0.542
C -2.008 -0.349 0.405
N 1.619 -0.909 -0.367
N 1.884 1.325 0.447
N -0.662 -0.387 -0.030
H 3.363 -0.077 -0.129
H 2.522 0.508 -1.489
H 0.208 -2.260 0.383
H 0.692 -0.835 1.378
H -3.478 1.283 -0.090
H -1.902 1.386 -0.817
H -3.037 0.075 -1.545
H -2.450 -1.298 0.382
H -2.243 -0.023 1.474
H 1.901 -1.613 -1.043
H 1.407 0.998 1.350
H 2.520 2.010 0.655
H -0.423 0.516 -0.431
```

Charge   +2
Frontier orbital gap (spin up / spin down)   7.46 / 7.32 eV
HOMO (spin up / spin down)   -0.719 / -0.717 Eh



What should be chosen as the least stable of them? Choose version ii.



Version i
Formula: C4H13N3
Source: the Open Molecules 2025 dataset
Level of theory: ωB97M-V with the def2-TZVPD basis set

The geometry in XYZ format:
```
20
C4H13N3 ωB97M-V with the def2-TZVPD basis set
C -0.157 -0.383 2.008
C 0.157 -1.107 0.568
C 1.037 -0.404 -0.181
N -1.364 1.673 -3.156
C -1.184 0.683 -2.324
N -0.014 0.121 -1.932
N 1.063 -0.257 2.844
H -0.881 -1.015 2.517
H -0.686 0.601 1.984
H -0.785 -1.319 -0.039
H 0.685 -2.092 0.715
H 1.355 0.604 0.001
H 1.367 -1.016 -0.924
H -0.709 2.336 -3.542
H -2.399 1.879 -3.450
H -2.187 0.362 -1.993
H 0.706 0.161 -2.645
H 1.949 0.297 2.481
H 0.790 0.184 3.825
H 1.258 -1.307 3.243
```

Charge   +2
Frontier orbital gap   8.63 eV
HOMO   -0.635 Eh



Version ii
Formula: C4H13N3
Source: the Open Molecules 2025 dataset
Level of theory: ωB97M-V with the def2-TZVPD basis set

The geometry in XYZ format:
```
20
C4H13N3 ωB97M-V with the def2-TZVPD basis set
C 0.467 -1.553 0.927
C 1.588 -0.035 -0.700
C -1.626 0.026 -1.882
C -0.082 2.043 0.335
N -0.235 -1.902 1.941
N 0.567 -0.336 0.329
N -0.411 0.614 0.420
H 1.324 -2.185 0.583
H 1.013 0.515 -1.400
H 2.248 -0.843 -1.013
H 2.428 0.425 -0.225
H -0.913 -0.145 -2.780
H -2.052 -0.884 -1.466
H -2.304 0.974 -1.850
H -0.475 2.517 -0.591
H -0.466 2.573 1.222
H 1.009 2.118 0.447
H 0.108 -2.724 2.360
H -1.054 -1.486 2.310
H -1.134 0.286 1.032
```

Charge   +2
Frontier orbital gap (spin up / spin down)   8.22 / 6.42 eV
HOMO (spin up / spin down)   -0.676 / -0.657 Eh



What should be chosen as the least stable of them? Choose version ii.



Version i
Formula: C12H13NO2
Source: the Open Molecules 2025 dataset
Level of theory: ωB97M-V with the def2-TZVPD basis set

The geometry in XYZ format:
```
28
C12H13NO2 ωB97M-V with the def2-TZVPD basis set
C -2.345 0.176 -0.937
C -2.474 -1.148 1.078
C -3.691 -0.083 -1.068
C -3.845 -1.391 0.800
C -0.023 1.463 0.386
C -2.124 2.579 0.216
C 1.378 1.878 0.197
C 2.259 0.821 -0.442
C 2.002 -0.666 0.023
C 0.570 -0.903 -0.305
C -0.348 -0.017 0.672
C -1.688 -0.373 0.289
N -0.925 2.434 0.180
O -3.226 2.916 0.063
O -4.448 -0.908 -0.322
H -1.730 0.798 -1.563
H -2.196 -1.379 2.064
H -4.304 0.170 -1.920
H -4.456 -1.920 1.456
H 1.648 2.814 -0.331
H 1.823 1.956 1.238
H 2.072 1.037 -1.433
H 3.362 1.091 -0.459
H 2.490 -1.434 -0.481
H 2.077 -0.791 1.156
H 0.420 -0.573 -1.306
H 0.243 -1.946 -0.259
H -0.011 -0.166 1.814
```

Charge   0
Frontier orbital gap (spin up / spin down)   6.48 / 7.31 eV
HOMO (spin up / spin down)   -0.225 / -0.248 Eh



Version ii
Formula: C12H13NO2
Source: the Open Molecules 2025 dataset
Level of theory: ωB97M-V with the def2-TZVPD basis set

The geometry in XYZ format:
```
28
C12H13NO2 ωB97M-V with the def2-TZVPD basis set
C 1.927 1.677 1.475
O 1.715 2.656 0.365
C 1.219 2.134 -0.739
C 1.579 2.443 -1.962
C 0.751 1.728 -3.006
C -0.086 0.936 -2.384
C 0.024 1.103 -0.891
N -0.172 -0.172 -0.136
C 0.552 -1.237 -0.590
C 0.378 -2.533 -0.100
C -0.575 -2.612 0.963
C -1.417 -1.601 1.309
C -2.610 -2.081 2.098
C -1.255 -0.287 0.810
O -1.895 0.755 1.113
H 2.642 2.114 2.235
H 2.281 0.703 1.018
H 0.942 1.585 2.000
H 2.158 3.305 -2.172
H 0.886 1.892 -4.051
H -0.667 0.213 -2.905
H -0.815 1.738 -0.636
H 1.154 -0.965 -1.487
H 0.911 -3.404 -0.509
H -0.769 -3.616 1.388
H -3.438 -2.274 1.416
H -3.025 -1.192 2.731
H -2.396 -3.009 2.649
```

Charge   0
Frontier orbital gap   8.79 eV
HOMO   -0.305 Eh



What should be chosen as the least stable of them? Choose version i.